Entry 1:
DFT (ωB97M-V/def2-TZVPD) results for 2 unconnected molecules or ions with the total composition C7H13N5.

```
25
Properties=species:S:1:pos:R:3:forces:R:3:lowdin_charge:R:1
C 0.4085 -0.9517 1.0457 -1.943 -2.346 2.219 -0.2197
C 2.2104 -0.1661 0.2309 1.127 -0.506 -0.431 -0.3421
C 1.2071 0.4559 -0.3985 -1.376 0.826 0.091 -0.2952
C -1.6507 2.4163 0.9087 1.739 -3.280 -0.847 0.0995
C -1.3060 0.2887 -0.1394 0.847 5.178 2.064 -0.0636
C 3.6705 -0.1487 -0.0373 0.696 0.101 -2.788 -0.0433
C -1.8493 -1.9478 -0.6250 -1.826 -0.125 0.852 -0.0087
N 1.6806 -1.0694 1.0807 0.684 -1.611 1.927 0.1069
N 0.0203 -0.0355 0.1618 -0.376 0.767 -1.926 -0.0347
N 1.1622 1.5501 -1.2322 0.590 0.643 -0.863 0.1292
N -3.3985 -0.5258 0.4798 -0.075 2.078 0.661 0.0665
N -2.2132 -0.6200 -0.0333 -1.355 -2.767 0.022 -0.3319
H -0.3971 -1.5416 1.6317 1.806 1.087 -0.904 0.1599
H -0.6396 2.8307 0.5948 -1.861 -0.205 -0.177 0.0167
H -1.5542 2.0971 1.9786 -0.768 0.238 -1.121 0.0183
H 3.8778 0.6434 -0.8983 -0.091 -1.689 1.801 0.1051
H 4.2973 0.0564 0.8092 0.088 0.483 0.522 0.0530
H 4.0286 -1.1844 -0.3855 -0.631 1.486 0.201 0.0970
H -1.6994 -2.6542 0.2487 -1.512 0.214 -1.296 0.1102
H -2.6078 -2.0034 -1.4797 1.053 -1.027 1.528 0.1303
H -0.8763 -1.9352 -0.9652 1.937 0.439 -1.418 0.0423
H 0.3742 1.5154 -1.8408 -0.832 0.074 -0.344 0.0729
H 1.9740 1.6087 -1.8401 0.043 0.021 0.332 0.0887
H -2.6299 2.5703 0.4205 0.938 0.396 0.587 0.0036
H -4.0897 -1.2491 0.2841 1.099 -0.477 -0.692 0.0391
```
Positions in Å, forces in eV/Å.

Computed properties:
* Kohn-Sham gap (alpha / beta): 7.6311 / 7.6296 eV
* LUMO level (alpha / beta): 0.0018 / 0.0017 hartree
* ΔE to the lowest compared entry with this formula, charge and spin: 430.8 kJ/mol
* strongest force on any atom: 0.1097 hartree/bohr
* E_tot: -14913.44390 eV

Entry 2:
DFT (ωB97M-V/def2-TZVPD) results for 2 unconnected molecules or ions with the total composition C5H16NO.

```
23
Properties=species:S:1:pos:R:3:forces:R:3:lowdin_charge:R:1
C 1.0229 1.4353 -1.2193 0.467 -0.825 0.531 -0.2885
O 2.3459 1.1246 -1.6284 -0.149 0.378 -0.044 -0.0516
C 0.1114 0.4615 -1.9372 -0.781 0.476 -0.035 -0.2420
C -1.3790 0.7692 -1.6784 0.554 0.396 0.394 -0.1093
H 0.9727 1.2770 -0.1303 -0.245 0.121 0.137 0.0951
H 0.7401 2.4747 -1.3912 -0.006 0.016 -0.282 0.1319
H 2.8982 1.8999 -1.4946 0.154 -0.038 -0.018 0.0956
H 0.3590 0.5813 -2.9920 -0.219 -0.359 -0.072 0.1248
H 0.3035 -0.5786 -1.6594 0.488 0.033 -0.067 0.0983
H -1.6660 1.6635 -2.2251 -0.287 -0.164 -0.222 0.0866
H -2.0314 -0.0740 -1.8966 -0.088 0.117 -0.317 0.0751
H -1.5513 1.0594 -0.6278 0.055 -0.085 -0.032 0.0647
C 0.9440 -1.0115 2.2807 -0.710 -0.187 -0.131 -0.0502
C -0.5795 -1.0027 2.2152 0.035 -0.203 0.256 -0.1836
N -1.0102 -1.2632 0.7971 -0.306 0.437 -0.022 0.1854
H 1.2044 -0.9123 3.3315 0.353 0.106 -0.111 0.0972
H 1.3371 -1.9519 1.8902 0.032 -0.070 0.203 0.0914
H 1.3632 -0.2148 1.6691 0.102 0.187 0.232 0.0731
H -1.0327 -1.7772 2.8317 0.101 -0.083 -0.042 0.1305
H -1.0242 -0.0592 2.5278 0.116 0.085 -0.167 0.1329
H -0.6124 -0.5282 0.2043 0.220 -0.248 -0.277 0.0907
H -2.0206 -1.1878 0.6425 0.072 -0.209 0.238 0.1745
H -0.6952 -2.1849 0.4901 0.042 0.120 -0.152 0.1773
```
Positions in Å, forces in eV/Å.

Computed properties:
* Kohn-Sham gap: 10.1685 eV
* LUMO level: -0.1272 hartree
* net charge: +1
* ΔE to the lowest compared entry with this formula, charge and spin: 119.9 kJ/mol
* strongest force on any atom: 0.0211 hartree/bohr
* E_tot: -8975.27213 eV

Entry 3:
DFT (ωB97M-V/def2-TZVPD) results for a molecular structure, C34H26IN6O2S2Ti.

```
72
Properties=species:S:1:pos:R:3:forces:R:3:lowdin_charge:R:1
Ti -0.0755 -0.3707 0.1281 -2.186 -0.907 0.535 0.7342
C -0.4178 1.9737 6.0120 -0.013 -0.036 -0.100 -0.3909
S -0.5992 2.5326 4.3048 -0.069 0.065 0.005 0.9164
C 0.2561 1.3495 3.3620 0.166 -0.506 0.070 -0.9014
S 0.8155 -0.2254 4.0256 -0.022 0.093 -0.034 0.9860
N 0.5006 1.6894 2.1606 0.050 0.618 -0.202 -0.0329
N 1.0878 0.8113 1.2938 0.449 0.586 0.642 -0.1468
C 2.3350 0.8581 1.0622 0.317 0.050 0.014 -0.0136
C 2.8389 -0.0007 -0.0069 -0.057 -0.026 0.126 -0.2140
C 4.1814 -0.1066 -0.3018 0.188 0.130 0.000 0.0241
C 4.5732 -0.9253 -1.3498 0.087 0.002 -0.017 -0.0148
C 3.6046 -1.5981 -2.0697 0.011 -0.034 -0.059 -0.0090
C 2.2763 -1.4563 -1.7016 -0.028 0.163 0.029 -0.0922
N 1.8980 -0.6918 -0.6788 0.624 -0.224 -0.062 0.0132
H -0.7130 2.8349 6.6098 -0.008 -0.016 -0.005 0.0415
H 0.6121 1.7183 6.2373 0.012 0.007 0.030 0.0341
H -1.0780 1.1403 6.2306 0.021 0.002 0.027 0.0205
H 2.9832 1.5097 1.6373 0.077 0.028 -0.063 0.1585
H 4.9025 0.4549 0.2781 -0.007 -0.027 -0.034 0.1302
H 5.6190 -1.0262 -1.6074 -0.015 0.007 0.020 0.1243
H 3.8639 -2.2316 -2.9064 -0.015 0.016 0.013 0.1224
H 1.4891 -1.9654 -2.2394 -0.045 -0.036 -0.015 0.1242
I -2.5704 0.1378 0.9828 0.528 -0.108 -0.033 0.4386
C -0.5009 -1.3588 3.5967 -0.028 0.002 0.058 -0.4929
C -1.4684 -1.5499 4.5496 -0.065 -0.062 -0.006 -0.0859
C -2.3430 -2.6515 4.4947 0.026 0.087 0.040 -0.0461
C -2.1124 -3.6256 3.5711 0.048 -0.062 -0.060 -0.0096
C -1.0940 -3.4761 2.5980 -0.050 0.028 0.007 -0.1614
C -0.7496 -4.5644 1.7543 -0.016 -0.028 -0.010 -0.0182
C 0.2599 -4.4384 0.8516 0.009 -0.030 -0.016 -0.0781
C 0.8204 -3.1594 0.6211 -0.081 0.052 -0.047 -0.1222
C 0.4631 -2.0344 1.3356 -0.013 -0.158 0.307 -0.1763
C -0.3682 -2.2606 2.4971 0.050 -0.020 0.072 -0.2440
H -1.5261 -0.8692 5.3877 0.005 -0.013 0.001 0.0948
H -3.1229 -2.7602 5.2365 0.024 0.008 -0.014 0.1155
H -2.6863 -4.5450 3.5812 0.004 0.022 -0.003 0.1223
H -1.2741 -5.5050 1.8779 0.016 0.023 0.014 0.1230
H 0.5849 -5.2834 0.2571 -0.003 0.008 0.019 0.1135
H 1.5195 -3.0869 -0.1996 -0.002 0.005 -0.068 0.0786
C -5.6501 -1.4682 -11.9962 0.016 0.067 0.035 -0.0678
O -5.2156 -0.1743 -11.5968 0.012 -0.071 0.018 -0.0663
C -4.6315 -0.0509 -10.3865 -0.049 -0.109 -0.035 -0.2773
C -4.4408 -1.1139 -9.4993 0.024 0.029 0.045 -0.0093
C -3.8299 -0.8860 -8.2795 0.006 -0.110 0.079 -0.0164
C -3.4052 0.3901 -7.9284 -0.047 0.097 0.086 -0.2605
C -3.6001 1.4422 -8.8216 0.035 0.129 0.045 -0.0151
C -4.2081 1.2301 -10.0388 0.025 0.097 -0.014 0.0070
N -2.7736 0.7293 -6.7043 -0.058 -0.073 -0.318 0.0711
N -2.6332 -0.1979 -5.8935 0.203 0.050 0.188 0.0680
C -1.9345 0.1880 -4.7088 -0.109 -0.096 0.067 -0.1861
C -1.3748 1.4202 -4.4896 0.013 0.122 -0.070 0.0104
C -0.7081 1.7313 -3.2928 0.014 0.270 -0.065 0.0352
C -0.5844 0.7991 -2.2993 0.179 0.071 0.230 -0.3161
O 0.0187 1.0359 -1.1164 -0.137 0.041 -0.698 -0.2203
C -1.1234 -0.4882 -2.5174 -0.008 -0.274 0.055 -0.1673
N -0.9499 -1.4009 -1.5017 -0.066 0.202 -0.658 -0.0361
C -1.5099 -2.5910 -1.6082 0.092 0.050 0.014 -0.0900
C -2.2433 -2.9699 -2.7375 -0.039 -0.065 -0.025 -0.0104
C -2.3876 -2.0909 -3.7775 -0.016 0.020 -0.054 0.0420
C -1.8185 -0.8006 -3.6960 -0.099 -0.150 -0.077 -0.0790
H -6.0683 -1.3512 -12.9901 -0.008 0.021 -0.022 0.0950
H -6.4191 -1.8489 -11.3212 -0.012 -0.004 0.002 0.0969
H -4.8141 -2.1692 -12.0341 0.012 -0.002 -0.009 0.0964
H -4.7672 -2.1107 -9.7541 0.014 -0.016 0.018 0.1030
H -3.6771 -1.7013 -7.5857 -0.015 -0.015 -0.032 0.1020
H -3.2659 2.4312 -8.5324 -0.014 -0.024 -0.029 0.1154
H -4.3691 2.0356 -10.7433 0.016 -0.008 0.038 0.1246
H -1.4669 2.1658 -5.2663 0.021 0.040 0.014 0.1130
H -0.2986 2.7200 -3.1279 -0.018 -0.013 -0.055 0.1301
H -1.3800 -3.2664 -0.7746 -0.011 -0.015 0.037 0.1073
H -2.6886 -3.9549 -2.7678 0.021 0.033 -0.006 0.1173
H -2.9440 -2.3563 -4.6661 0.014 -0.004 0.018 0.1178
```
Positions in Å, forces in eV/Å.

Computed properties:
* Kohn-Sham gap: 5.9160 eV
* LUMO level: -0.1457 hartree
* net charge: +1
* ΔE to the lowest compared entry with this formula, charge and spin: 145.0 kJ/mol
* strongest force on any atom: 0.0472 hartree/bohr
* E_tot: -101596.66557 eV

What did the second record say?
DFT (ωB97M-V/def2-TZVPD) results for 2 unconnected molecules or ions with the total composition C5H16NO.

```
23
Properties=species:S:1:pos:R:3:forces:R:3:lowdin_charge:R:1
C 1.0229 1.4353 -1.2193 0.467 -0.825 0.531 -0.2885
O 2.3459 1.1246 -1.6284 -0.149 0.378 -0.044 -0.0516
C 0.1114 0.4615 -1.9372 -0.781 0.476 -0.035 -0.2420
C -1.3790 0.7692 -1.6784 0.554 0.396 0.394 -0.1093
H 0.9727 1.2770 -0.1303 -0.245 0.121 0.137 0.0951
H 0.7401 2.4747 -1.3912 -0.006 0.016 -0.282 0.1319
H 2.8982 1.8999 -1.4946 0.154 -0.038 -0.018 0.0956
H 0.3590 0.5813 -2.9920 -0.219 -0.359 -0.072 0.1248
H 0.3035 -0.5786 -1.6594 0.488 0.033 -0.067 0.0983
H -1.6660 1.6635 -2.2251 -0.287 -0.164 -0.222 0.0866
H -2.0314 -0.0740 -1.8966 -0.088 0.117 -0.317 0.0751
H -1.5513 1.0594 -0.6278 0.055 -0.085 -0.032 0.0647
C 0.9440 -1.0115 2.2807 -0.710 -0.187 -0.131 -0.0502
C -0.5795 -1.0027 2.2152 0.035 -0.203 0.256 -0.1836
N -1.0102 -1.2632 0.7971 -0.306 0.437 -0.022 0.1854
H 1.2044 -0.9123 3.3315 0.353 0.106 -0.111 0.0972
H 1.3371 -1.9519 1.8902 0.032 -0.070 0.203 0.0914
H 1.3632 -0.2148 1.6691 0.102 0.187 0.232 0.0731
H -1.0327 -1.7772 2.8317 0.101 -0.083 -0.042 0.1305
H -1.0242 -0.0592 2.5278 0.116 0.085 -0.167 0.1329
H -0.6124 -0.5282 0.2043 0.220 -0.248 -0.277 0.0907
H -2.0206 -1.1878 0.6425 0.072 -0.209 0.238 0.1745
H -0.6952 -2.1849 0.4901 0.042 0.120 -0.152 0.1773
```
Positions in Å, forces in eV/Å.

Computed properties:
* Kohn-Sham gap: 10.1685 eV
* LUMO level: -0.1272 hartree
* net charge: +1
* ΔE to the lowest compared entry with this formula, charge and spin: 119.9 kJ/mol
* strongest force on any atom: 0.0211 hartree/bohr
* E_tot: -8975.27213 eV

Please write out number 2 again, unchanged.
DFT (ωB97M-V/def2-TZVPD) results for 2 unconnected molecules or ions with the total composition C5H16NO.

```
23
Properties=species:S:1:pos:R:3:forces:R:3:lowdin_charge:R:1
C 1.0229 1.4353 -1.2193 0.467 -0.825 0.531 -0.2885
O 2.3459 1.1246 -1.6284 -0.149 0.378 -0.044 -0.0516
C 0.1114 0.4615 -1.9372 -0.781 0.476 -0.035 -0.2420
C -1.3790 0.7692 -1.6784 0.554 0.396 0.394 -0.1093
H 0.9727 1.2770 -0.1303 -0.245 0.121 0.137 0.0951
H 0.7401 2.4747 -1.3912 -0.006 0.016 -0.282 0.1319
H 2.8982 1.8999 -1.4946 0.154 -0.038 -0.018 0.0956
H 0.3590 0.5813 -2.9920 -0.219 -0.359 -0.072 0.1248
H 0.3035 -0.5786 -1.6594 0.488 0.033 -0.067 0.0983
H -1.6660 1.6635 -2.2251 -0.287 -0.164 -0.222 0.0866
H -2.0314 -0.0740 -1.8966 -0.088 0.117 -0.317 0.0751
H -1.5513 1.0594 -0.6278 0.055 -0.085 -0.032 0.0647
C 0.9440 -1.0115 2.2807 -0.710 -0.187 -0.131 -0.0502
C -0.5795 -1.0027 2.2152 0.035 -0.203 0.256 -0.1836
N -1.0102 -1.2632 0.7971 -0.306 0.437 -0.022 0.1854
H 1.2044 -0.9123 3.3315 0.353 0.106 -0.111 0.0972
H 1.3371 -1.9519 1.8902 0.032 -0.070 0.203 0.0914
H 1.3632 -0.2148 1.6691 0.102 0.187 0.232 0.0731
H -1.0327 -1.7772 2.8317 0.101 -0.083 -0.042 0.1305
H -1.0242 -0.0592 2.5278 0.116 0.085 -0.167 0.1329
H -0.6124 -0.5282 0.2043 0.220 -0.248 -0.277 0.0907
H -2.0206 -1.1878 0.6425 0.072 -0.209 0.238 0.1745
H -0.6952 -2.1849 0.4901 0.042 0.120 -0.152 0.1773
```
Positions in Å, forces in eV/Å.

Computed properties:
* Kohn-Sham gap: 10.1685 eV
* LUMO level: -0.1272 hartree
* net charge: +1
* ΔE to the lowest compared entry with this formula, charge and spin: 119.9 kJ/mol
* strongest force on any atom: 0.0211 hartree/bohr
* E_tot: -8975.27213 eV